Record 1
The molecule C13H16O, computed with ωB97M-V/def2-TZVPD.

Output
Multiplicity: 1
HOMO-LUMO gap (eV): 9.56
SMILES string: C=CC(=C)CO[C@@H](C)c1ccccc1
Energy relative to the best compared isomer or geometry (same formula, charge and spin) (kcal/mol): 56.8

Each line ends with the natural charge from an NBO analysis.
Atoms and positions in Å:
C 4.73 -0.15 -1.02  -0.33
C 3.57 0.06 -0.47  -0.23
C 2.75 -0.71 0.40  -0.04
C 3.18 -1.80 1.06  -0.37
C 1.37 -0.02 0.91  -0.07
O 0.63 0.99 0.11  -0.62
C -0.83 1.45 0.33  0.11
C -0.91 2.58 -0.65  -0.59
C -1.90 0.34 0.19  -0.05
C -3.05 0.33 0.91  -0.22
C -3.98 -0.66 0.72  -0.18
C -3.85 -1.56 -0.29  -0.23
C -2.74 -1.48 -1.12  -0.19
C -1.66 -0.66 -0.75  -0.21
H 5.20 0.55 -1.52  0.19
H 5.13 -1.18 -0.93  0.17
H 3.26 0.98 -0.72  0.20
H 4.15 -2.18 0.78  0.20
H 2.56 -2.42 1.71  0.21
H 1.56 0.60 1.75  0.19
H 0.59 -0.87 1.06  0.19
H -0.75 1.96 1.25  0.19
H -2.05 2.69 -1.01  0.20
H -0.33 2.21 -1.45  0.23
H -0.61 3.46 -0.31  0.20
H -3.17 1.10 1.54  0.20
H -4.98 -0.82 1.31  0.21
H -4.62 -2.16 -0.49  0.20
H -2.58 -2.11 -1.98  0.21
H -0.66 -0.53 -1.32  0.24

***

Record 2
An isolated ion of composition C4H10NO and charge -1, computed with ωB97M-V/def2-TZVPD.

Output
Multiplicity: 1
Charge: -1
HOMO-LUMO gap (eV): 5.53
SMILES string: CN[C@H](C)C[O-]
Energy relative to the best compared isomer or geometry (same formula, charge and spin) (kcal/mol): 53.1

Each line ends with the natural charge from an NBO analysis.
Atoms and positions in Å:
C 0.09 0.23 -1.80  -0.42
N 0.89 -0.42 -0.79  -0.69
C 0.29 -0.58 0.55  -0.13
C -1.19 -0.86 0.62  -0.64
C 0.59 1.10 1.16  0.04
O 1.43 1.15 2.16  -0.92
H -0.31 -0.62 -2.39  0.16
H -0.81 0.70 -1.39  0.19
H 0.61 1.01 -2.36  0.19
H 1.89 -0.41 -0.73  0.38
H 0.86 -1.21 1.22  0.19
H -1.32 -1.79 1.19  0.19
H -1.48 -1.15 -0.39  0.19
H -1.89 -0.17 1.06  0.20
H -0.43 1.32 1.66  0.03
H 0.77 1.70 0.22  0.06

***

These records have HOMO values of -8.81, -1.43 eV, in the order they appear.